Here is C30H54F18Li3N6O12S6 as an isolated structure at a distorted geometry from the Open Molecules 2025 dataset. Energies are from ωB97M-V/def2-TZVPD.

Calculated values
Kohn-Sham gap: 7.217 eV
HOMO: -15.659 eV

Structure (ORCA input):
```
! wB97M-V def2-TZVPD RIJCOSX def2/J DEFGRID3
* xyz 3 1
Li -3.5938 -0.1548 -4.1196
Li -1.3938 -1.5060 -1.1657
Li -1.0843 -0.7262 0.9107
C 3.8521 -6.7135 -2.4324
C 3.5581 -5.5649 -3.3445
C 2.4711 -4.5745 -2.8301
N 2.3201 -3.3317 -3.7553
C 2.2142 -3.7416 -5.2693
C 3.4567 -2.2778 -3.6665
C 2.7567 -0.8839 -3.5192
C 1.2637 -1.1621 -3.7271
C 1.1088 -2.5784 -3.1872
H 2.9890 -7.2702 -2.0673
H 4.3700 -6.3464 -1.5464
H 4.5334 -7.3522 -2.9946
H 3.1822 -6.0606 -4.2395
H 4.4233 -4.9098 -3.4451
H 2.7800 -4.1800 -1.8621
H 1.4732 -5.0131 -2.8235
H 1.3307 -4.3793 -5.2966
H 3.0219 -4.4484 -5.4595
H 2.2410 -2.8876 -5.9462
H 4.0988 -2.3027 -4.5470
H 4.2696 -2.4079 -2.9520
H 3.1896 -0.0969 -4.1368
H 2.9609 -0.5570 -2.4996
H 0.9852 -0.8657 -4.7383
H 0.6107 -0.5848 -3.0725
H 0.1651 -3.0418 -3.4749
H 1.2202 -2.5678 -2.1030
C 3.6868 1.7693 -0.7967
C 3.3737 1.3590 0.6493
C 4.5118 0.4630 1.1775
N 4.7919 0.5353 2.7278
C 3.4725 0.3146 3.4370
C 5.3350 1.9235 3.1126
C 6.8497 1.7404 3.2843
C 7.1721 0.3749 2.7187
C 5.8628 -0.4728 3.0689
H 3.9046 0.9401 -1.4699
H 4.5444 2.4420 -0.8101
H 2.7783 2.1874 -1.2302
H 2.4420 0.8121 0.7939
H 3.2255 2.2350 1.2808
H 5.4082 0.7972 0.6552
H 4.2946 -0.5558 0.8566
H 3.0898 -0.5834 2.9521
H 2.8723 1.2187 3.3339
H 3.6523 0.0752 4.4851
H 4.9121 2.0195 4.1126
H 5.0843 2.6571 2.3464
H 6.9697 1.6860 4.3663
H 7.5561 2.5611 3.1596
H 8.0557 0.0785 3.2840
H 7.5532 0.2561 1.7044
H 5.7264 -0.7924 4.1020
H 5.6953 -1.3609 2.4596
C -3.0271 4.0968 2.1719
C -4.3906 3.5551 1.6524
C -4.6456 4.1489 0.1790
N -6.0450 3.6388 -0.4526
C -6.2853 2.1772 -0.2177
C -7.0948 4.5699 0.0616
C -7.5733 5.4206 -1.1740
C -6.5831 5.1908 -2.2662
C -5.9954 3.7356 -1.9763
H -2.8581 5.1639 2.3168
H -2.3095 3.5816 1.5335
H -2.9669 3.6921 3.1822
H -5.2486 4.0343 2.1239
H -4.4559 2.5079 1.9476
H -3.7988 3.7841 -0.4023
H -4.4332 5.2176 0.2056
H -6.3536 1.8937 0.8326
H -5.4621 1.5963 -0.6336
H -7.2459 1.7878 -0.5551
H -7.9167 4.1065 0.6073
H -6.8432 5.3504 0.7796
H -8.5589 5.0007 -1.3748
H -7.7580 6.4596 -0.9011
H -7.0679 5.1595 -3.2419
H -5.8545 5.9645 -2.5082
H -6.6671 2.9998 -2.4185
H -4.9434 3.8239 -2.2477
C -3.7699 0.8666 0.3478
F -4.7292 -0.0363 0.2202
F -4.4046 2.0336 0.4636
F -3.0115 0.6261 1.4116
S -2.6327 0.6016 -1.2398
O -3.2523 -0.3315 -2.2072
O -2.4347 1.9577 -1.7614
N -1.1342 -0.2232 -0.6032
S -0.0514 0.7632 -1.0413
O 0.0213 1.0073 -2.5404
O 0.0822 1.9860 -0.2277
C 1.6363 -0.2694 -0.8035
F 2.6365 0.3632 -1.3406
F 1.9313 -0.3706 0.4591
F 1.3258 -1.4838 -1.3274
C -1.1510 2.9585 2.9875
F -2.3620 2.5014 2.5013
F -0.7064 4.0174 2.2965
F -1.1072 3.1886 4.3683
S 0.0345 1.4269 2.4905
O -0.2951 0.8587 1.1763
O 1.3823 1.9289 2.6866
N -0.5286 0.3832 3.8054
S 0.2027 -0.8879 3.3129
O -0.4275 -1.5167 2.1849
O 1.6631 -0.6801 3.2507
C -0.0662 -1.9916 4.8186
F -1.3809 -1.7681 5.3619
F -0.0293 -3.3099 4.4920
F 0.9428 -1.7321 5.6697
C -3.6451 -2.2189 1.6097
F -3.4583 -0.9631 1.6398
F -3.0620 -2.7596 2.7551
F -4.9632 -2.5596 1.5041
S -2.6075 -2.7859 0.0213
O -2.6774 -4.2218 0.0256
O -3.1531 -2.1073 -1.0807
N -1.0459 -2.0300 0.2826
S -0.0862 -3.2331 0.6664
O 1.1412 -2.5643 0.8960
O -0.4073 -4.1307 1.7529
C 0.0747 -4.3256 -0.9304
F 1.3446 -4.4883 -1.2661
F -0.4244 -5.5469 -0.8260
F -0.6272 -3.7832 -1.9378
*
```

Here are the Mulliken charges for atoms 1 to 99, given in e:
1 Li 0.853
2 Li 1.515
3 Li 2.516
4 C -1.586
5 C -0.546
6 C -0.021
7 N 0.821
8 C -1.060
9 C -1.072
10 C 0.763
11 C -0.437
12 C -0.625
13 H 0.351
14 H 0.377
15 H 0.431
16 H 0.432
17 H 0.292
18 H 0.009
19 H 0.324
20 H 0.394
21 H 0.382
22 H 0.339
23 H 0.483
24 H 0.428
25 H 0.849
26 H -0.965
27 H 0.492
28 H -0.607
29 H 0.831
30 H 0.292
31 C -1.920
32 C 0.480
33 C -1.106
34 N 0.574
35 C -1.440
36 C -0.512
37 C -0.749
38 C -0.743
39 C -0.451
40 H 0.418
41 H 0.660
42 H 0.280
43 H -0.821
44 H 0.726
45 H 0.281
46 H 0.454
47 H 0.616
48 H 0.889
49 H 0.468
50 H 0.500
51 H 0.318
52 H 0.339
53 H 0.422
54 H 0.432
55 H 0.321
56 H 0.406
57 H 0.321
58 C -1.936
59 C 0.328
60 C -1.238
61 N 0.805
62 C -1.426
63 C -0.849
64 C -0.587
65 C -0.854
66 C -0.319
67 H 0.441
68 H 0.344
69 H 0.489
70 H 0.553
71 H 0.285
72 H 0.278
73 H 0.508
74 H 0.281
75 H 0.455
76 H 0.540
77 H 0.515
78 H 0.332
79 H 0.300
80 H 0.390
81 H 0.432
82 H 0.367
83 H 0.517
84 H 0.078
85 C 0.620
86 F -0.284
87 F -0.138
88 F 0.235
89 S 0.952
90 O -0.847
91 O -0.423
92 N 0.264
93 S 1.402
94 O -0.793
95 O -0.906
96 C 0.020
97 F -0.202
98 F 0.897
99 F -0.147